180
Properties=species:S:1:pos:R:3:lowdin_charge:R:1 method="wB97M-V/def2-TZVPD" smiles="CC1(C)CCCC(C)(C)N1O.CC1(C)CCCC(C)(C)N1O.CC1(C)CCCC(C)(C)N1O.CC1(C)CCCC(C)(C)N1O.NC(N)=O.NC(N)=O.NC(N)=O.CCO.CCO.CCO.CCO" gap_ha=0.3074 e_lumo_ev=0.19 largest_force_ev_per_a=4.437 e_homo_ev=-8.18
C 2.4291 -1.8918 1.0734 -0.026
C 3.6055 -1.6538 0.1022 -0.449
C 4.0981 -2.9366 -0.6094 -0.015
C 3.0863 -0.6812 -0.9807 -0.145
C 4.2383 -0.0332 -1.7503 -0.176
C 5.1623 0.6450 -0.7504 -0.140
C 5.8335 -0.2948 0.2571 -0.499
C 6.9649 -1.1752 -0.3353 -0.027
C 6.5061 0.5798 1.3481 -0.042
N 4.7102 -0.9941 0.8776 -0.092
O 5.0828 -1.9016 1.9233 -0.022
H 1.6497 -2.5016 0.5753 0.092
H 2.5925 -2.3255 2.0393 0.057
H 1.9301 -0.9602 1.3597 0.067
H 4.4810 -2.6948 -1.6270 0.074
H 4.8668 -3.4571 -0.0782 0.067
H 3.3090 -3.6796 -0.7390 0.079
H 2.3805 -1.1872 -1.6386 0.081
H 2.5428 0.1388 -0.4955 0.112
H 4.8306 -0.7565 -2.3703 0.114
H 3.8455 0.6595 -2.5113 0.085
H 4.6127 1.4084 -0.2206 0.096
H 5.9226 1.1711 -1.3221 0.124
H 7.8582 -0.5885 -0.5140 0.073
H 6.6843 -1.6533 -1.2916 0.074
H 7.3236 -1.9647 0.3308 0.082
H 5.7463 1.1240 1.9347 0.084
H 7.1351 1.3505 0.9201 0.077
H 7.0701 0.0231 2.1031 0.081
H 4.7721 -1.4347 2.6990 0.096
C -4.1590 -5.5940 5.2779 -0.042
C -3.2628 -4.3611 5.5155 -0.500
C -4.1306 -3.0823 5.5239 -0.013
C -2.4313 -4.6115 6.7565 -0.164
C -1.2550 -3.7106 6.9827 -0.157
C -0.4145 -3.7935 5.7056 -0.151
C -1.1240 -3.3876 4.4290 -0.524
C -1.4961 -1.8867 4.2642 0.000
C -0.2126 -3.8448 3.2820 -0.033
N -2.2571 -4.3096 4.4182 -0.011
O -3.0538 -4.0396 3.1171 -0.077
H -4.9821 -5.4304 4.5531 0.086
H -3.6212 -6.4982 4.9504 0.090
H -4.7183 -5.8353 6.1845 0.080
H -4.4239 -2.6631 4.5788 0.059
H -5.0668 -3.2589 6.0638 0.089
H -3.6144 -2.2852 6.0725 0.068
H -3.1279 -4.6135 7.5933 0.124
H -2.0462 -5.6385 6.7194 0.129
H -1.5891 -2.6559 6.9891 0.108
H -0.6818 -3.9294 7.9034 0.126
H -0.0517 -4.7908 5.4999 0.110
H 0.4819 -3.1689 5.7957 0.130
H -2.0323 -1.4935 5.1438 0.062
H -2.1185 -1.7904 3.3653 0.065
H -0.6216 -1.2594 4.2097 0.082
H 0.6520 -3.1428 3.2544 0.081
H -0.5623 -3.7346 2.2490 0.075
H 0.1345 -4.8959 3.4326 0.101
H -2.8719 -4.8078 2.5635 0.102
C 1.2225 -0.2078 -4.4449 -0.022
C -0.0227 -1.0860 -4.6359 -0.470
C -1.2656 -0.3354 -4.0329 -0.034
C -0.3754 -1.3337 -6.1088 -0.155
C 0.5330 -2.3154 -6.7681 -0.210
C 0.5472 -3.5880 -5.9993 -0.156
C 0.9767 -3.4700 -4.5370 -0.489
C 0.6107 -4.7616 -3.7915 -0.037
C 2.4482 -3.1566 -4.3271 -0.023
N 0.0543 -2.4119 -3.9559 -0.067
O 0.3552 -2.2340 -2.5424 -0.073
H 1.5839 -0.1546 -3.4108 0.068
H 2.0604 -0.5015 -5.0664 0.073
H 0.9938 0.8078 -4.7474 0.068
H -1.4119 0.6145 -4.5788 0.084
H -2.1867 -0.9482 -4.1659 0.082
H -1.1532 -0.1981 -2.9670 0.056
H -1.3862 -1.7595 -6.1077 0.115
H -0.5119 -0.4171 -6.6745 0.124
H 0.2738 -2.4795 -7.8101 0.115
H 1.5784 -1.8958 -6.7833 0.122
H 1.3086 -4.2640 -6.4250 0.131
H -0.4495 -4.0249 -6.1954 0.129
H 0.8422 -4.8299 -2.7229 0.085
H 1.2825 -5.5463 -4.2025 0.092
H -0.4216 -5.0684 -3.9060 0.065
H 2.5296 -2.5669 -3.3809 0.078
H 2.9851 -2.6236 -5.1026 0.074
H 3.0229 -4.0614 -4.1751 0.080
H -0.4710 -2.5183 -2.0865 0.025
C 0.1289 2.9644 -2.7765 -0.020
C 0.7048 4.2767 -2.1876 -0.480
C -0.4746 5.2170 -1.8696 -0.047
C 1.4356 4.1082 -0.8424 -0.138
C 2.8094 3.4519 -0.9761 -0.173
C 3.5729 4.3442 -1.9268 -0.173
C 3.0001 4.5109 -3.2891 -0.492
C 3.8514 5.5761 -4.0125 -0.039
C 2.9550 3.1621 -4.1484 -0.006
N 1.6499 5.0836 -3.0311 -0.056
O 0.9820 5.4258 -4.3315 -0.052
H -0.8062 2.6729 -2.2928 0.061
H -0.3199 3.2543 -3.7440 0.091
H 0.7961 2.1056 -2.8036 0.054
H -1.0484 4.8834 -1.0131 0.065
H -0.2035 6.2393 -1.6138 0.084
H -1.1439 5.3337 -2.7432 0.086
H 1.6447 5.1016 -0.3941 0.134
H 0.7901 3.5196 -0.2034 0.095
H 3.2891 3.3571 0.0027 0.107
H 2.7424 2.4332 -1.3967 0.089
H 4.5988 3.9897 -2.0656 0.123
H 3.6997 5.3139 -1.4382 0.130
H 4.9110 5.3530 -3.8473 0.085
H 3.5951 6.5822 -3.6578 0.088
H 3.7486 5.6075 -5.0893 0.073
H 3.8790 3.0271 -4.7572 0.090
H 2.1171 3.2035 -4.8355 0.067
H 2.8658 2.2036 -3.6056 0.038
H 1.0878 6.4054 -4.3146 0.108
N -3.5603 5.3206 0.7858 0.181
C -2.8819 4.8145 1.8673 -0.598
N -2.5566 3.4679 1.7793 0.187
O -2.5670 5.4727 2.8546 0.029
H -4.0011 6.2208 0.9053 0.113
H -3.8544 4.6734 0.0865 0.038
H -1.9926 3.0804 2.5405 0.080
H -2.7518 2.8929 0.9761 0.086
N -3.5258 2.0013 -2.4447 0.177
C -4.5498 2.9411 -2.1894 -0.561
N -5.2067 3.4701 -3.3334 0.130
O -4.8560 3.3577 -1.0623 -0.013
H -3.2832 1.7798 -3.3963 0.079
H -3.0183 1.5580 -1.7028 0.055
H -5.4196 2.7731 -4.0142 0.074
H -6.0041 4.0576 -3.1550 0.093
N -4.0633 -3.3101 -1.1118 0.174
C -2.8472 -3.2556 -1.8327 -0.502
N -2.8215 -3.8068 -3.1848 0.160
O -1.8287 -2.8125 -1.2982 -0.002
H -4.8922 -3.2503 -1.6826 0.091
H -4.1142 -2.9066 -0.1814 0.063
H -2.1307 -3.4355 -3.7894 0.037
H -3.7830 -3.8401 -3.5670 0.099
C -5.3063 0.0815 1.1288 -0.071
C -4.6277 -0.7909 2.1803 -0.303
O -4.2357 -2.0113 1.5675 -0.104
H -4.6118 0.3909 0.3540 0.047
H -5.8200 0.9536 1.5143 0.076
H -6.0398 -0.5257 0.5998 0.072
H -5.3084 -0.9804 3.0090 0.104
H -3.8028 -0.2060 2.6329 0.101
H -3.7117 -2.5171 2.2034 0.031
C 2.4203 4.0144 3.2300 -0.082
C 1.1248 3.2719 2.8989 -0.355
O 0.4941 2.5030 3.8668 -0.081
H 2.7118 4.6115 2.3590 0.063
H 3.2391 3.3004 3.4660 0.074
H 2.3990 4.6529 4.1077 0.067
H 1.2433 2.7059 1.9712 0.082
H 0.4433 4.1103 2.6192 0.113
H -0.0430 3.0430 4.4558 0.050
C -0.7174 0.5644 1.2526 -0.074
C -1.0056 -0.5056 0.2143 -0.296
O -2.1945 -0.1564 -0.4987 -0.109
H 0.0581 0.1521 1.9066 0.064
H -1.5840 0.7745 1.8877 0.059
H -0.2966 1.4847 0.8405 0.058
H -1.1177 -1.4758 0.7348 0.107
H -0.1314 -0.5871 -0.4545 0.101
H -2.4976 -0.9806 -0.9085 0.046
C -2.5711 1.6686 5.3012 -0.093
C -2.8662 3.1166 5.0133 -0.360
O -1.7608 3.8553 4.6409 -0.118
H -3.4265 1.0039 5.4899 0.074
H -1.9724 1.6389 6.2495 0.092
H -2.0078 1.2092 4.4938 0.049
H -3.3650 3.6459 5.8402 0.121
H -3.5959 3.0132 4.1941 0.104
H -2.0305 4.5143 3.9411 0.020

=====

204
Properties=species:S:1:pos:R:3:lowdin_charge:R:1 method="wB97M-V/def2-TZVPD" gap_ha=0.0335 e_lumo_ev=-10.59 largest_force_ev_per_a=5.673 e_homo_ev=-11.51 charge=+2
Zr -1.3929 0.7948 8.4611 1.487
C -6.5295 2.4084 6.7343 -0.206
O -5.5376 1.8099 7.4473 -0.100
H -6.1459 2.6348 5.7394 0.123
H -7.4247 1.8005 6.6032 0.096
H -6.8312 3.3668 7.1568 0.091
C -0.7807 1.1063 2.0094 -0.242
O -2.1206 0.6548 1.6871 -0.073
O -0.7833 1.1749 3.4547 0.005
C 0.3431 0.1535 1.4132 -0.631
F 0.5687 0.3879 0.1672 0.197
F 1.5121 0.1958 1.9808 0.211
F -0.1222 -1.1033 1.3424 0.161
C -2.4851 0.7407 0.3274 -0.245
C -4.0226 0.6112 0.2856 -0.060
H -4.4678 -0.2661 0.7547 0.076
H -4.5030 1.3885 0.8798 0.072
H -4.4738 0.7260 -0.7000 0.080
H -2.0396 -0.1188 -0.1734 0.120
H -2.1958 1.6546 -0.1914 0.129
H -0.7688 2.1238 1.6188 0.190
C 6.8620 4.9935 4.4343 -0.073
C 7.6954 4.6065 5.6292 -0.462
C 9.1108 5.1692 5.4358 -0.239
O 9.9828 4.5542 6.3485 -0.190
C 11.3329 5.0471 6.2557 -0.085
N 7.0926 5.1082 6.8459 0.034
H 6.8510 6.0687 4.2559 0.085
H 5.8506 4.6231 4.6022 0.072
H 7.2452 4.4170 3.5923 0.078
H 7.8476 3.5342 5.7521 0.142
H 9.0642 6.2359 5.6548 0.127
H 9.4217 4.9864 4.4072 0.124
H 11.4622 6.0887 5.9616 0.082
H 11.6463 4.6489 5.2906 0.079
H 11.9865 4.7386 7.0716 0.093
H 7.1005 6.1172 6.8022 0.067
H 7.7668 4.9408 7.5791 0.067
C 0.6051 8.6456 2.6502 -0.071
C -0.3954 8.4639 3.7781 -0.460
C -1.8128 8.1255 3.1997 -0.174
O -2.4952 8.9163 2.2165 -0.198
C -3.5609 8.3019 1.5435 -0.110
N 0.1320 7.5039 4.6584 0.018
H 0.3061 9.4780 2.0131 0.080
H 0.7476 7.8073 1.9683 0.082
H 1.6025 8.9140 2.9982 0.077
H -0.5038 9.3665 4.3796 0.141
H -2.5481 8.0648 4.0021 0.117
H -1.7512 7.1055 2.8204 0.105
H -3.6766 8.7507 0.5569 0.092
H -4.4607 8.3644 2.1555 0.090
H -3.2328 7.2893 1.3089 0.077
H 1.0664 7.8112 4.8875 0.076
H 0.3632 6.7298 4.0522 0.066
C -4.3680 -4.6135 4.5806 -0.059
C -4.7546 -3.4964 5.5686 -0.465
C -5.7502 -3.9692 6.6409 -0.164
O -6.9639 -4.5589 6.0941 -0.175
C -7.6348 -3.7597 5.1138 -0.106
N -3.5247 -2.9764 6.1312 0.024
H -4.1785 -5.6065 4.9883 0.091
H -3.4682 -4.4729 3.9816 0.076
H -5.1242 -4.6597 3.7970 0.073
H -5.2617 -2.7841 4.9177 0.121
H -6.0229 -3.1741 7.3349 0.119
H -5.2901 -4.7696 7.2203 0.127
H -8.6518 -4.1048 4.9277 0.096
H -7.0327 -3.7217 4.2060 0.062
H -7.7011 -2.6911 5.3185 0.082
H -3.1471 -3.8841 6.3628 0.066
H -3.0657 -2.7543 5.2594 0.060
C -4.0811 5.9100 -6.0848 -0.074
C -4.3676 7.2418 -6.7446 -0.499
C -3.4022 7.5866 -7.8310 -0.228
O -3.6774 8.9179 -8.2541 -0.185
C -3.2794 9.1024 -9.6286 -0.087
N -5.7005 7.2506 -7.2629 0.059
H -4.3037 5.0959 -6.7746 0.076
H -4.6792 5.7355 -5.1905 0.077
H -3.0295 5.8077 -5.8170 0.072
H -4.2318 7.9092 -5.8935 0.142
H -3.7156 6.9174 -8.6323 0.120
H -2.3671 7.4058 -7.5410 0.130
H -3.9794 8.5951 -10.2925 0.087
H -2.2426 8.8053 -9.7863 0.086
H -3.3321 10.1564 -9.9013 0.086
H -5.8154 8.1930 -7.6076 0.075
H -5.5284 6.6787 -8.0774 0.069
C 3.0120 -7.5582 4.0257 -0.060
C 3.8832 -8.8132 4.2645 -0.452
C 3.3335 -9.8439 5.2798 -0.234
O 2.9154 -9.2867 6.4705 -0.170
C 4.0196 -8.9362 7.3165 -0.093
N 4.1510 -9.4648 2.9927 0.034
H 1.9767 -7.8709 3.8901 0.078
H 3.1815 -7.0871 3.0575 0.067
H 3.1686 -6.8216 4.8138 0.070
H 4.8295 -8.4550 4.6698 0.122
H 4.0979 -10.5971 5.4705 0.124
H 2.5509 -10.3723 4.7353 0.126
H 3.5528 -8.7412 8.2819 0.088
H 4.5776 -8.0859 6.9243 0.080
H 4.7451 -9.7022 7.5905 0.089
H 3.2302 -9.4903 2.5783 0.066
H 4.5982 -8.7134 2.4872 0.066
C 4.7396 4.4546 -2.4359 -0.066
C 3.9928 4.3076 -3.7392 -0.484
C 3.3418 5.6526 -4.1023 -0.143
O 2.3149 6.0188 -3.0981 -0.215
C 1.7700 7.3457 -3.0338 -0.091
N 4.8747 3.7656 -4.6806 0.054
H 5.6192 5.0976 -2.4060 0.088
H 5.1508 3.4724 -2.2030 0.075
H 3.9941 4.7435 -1.6951 0.078
H 3.2150 3.5479 -3.6610 0.145
H 2.8974 5.6116 -5.0968 0.121
H 4.1912 6.3311 -4.1813 0.123
H 0.9029 7.3680 -2.3737 0.083
H 1.4572 7.6124 -4.0433 0.081
H 2.5287 8.0623 -2.7191 0.083
H 5.1408 2.8636 -4.3121 0.084
H 5.7548 4.2548 -4.7597 0.089
C -5.7924 -4.5856 -7.2271 -0.046
C -6.2478 -3.3071 -6.4584 -0.434
C -7.7502 -3.4177 -6.1267 -0.176
O -8.6229 -3.5204 -7.3220 -0.187
C -9.9967 -3.7724 -6.9321 -0.098
N -5.4817 -3.2241 -5.2409 0.055
H -6.0886 -4.6443 -8.2744 0.079
H -6.2045 -5.4794 -6.7586 0.080
H -4.7058 -4.5204 -7.1716 0.069
H -6.0226 -2.4482 -7.0906 0.138
H -8.0590 -2.5918 -5.4860 0.115
H -7.8173 -4.3367 -5.5443 0.116
H -10.4209 -2.8018 -6.6749 0.081
H -10.1441 -4.4582 -6.0978 0.081
H -10.5755 -4.1359 -7.7813 0.085
H -5.8780 -2.4964 -4.6634 0.074
H -4.5077 -3.0267 -5.4209 0.083
C -14.5090 -0.2999 -0.9048 -0.075
C -13.0692 -0.5579 -0.7566 -0.477
C -12.6798 -1.9780 -0.4592 -0.203
O -11.2549 -2.0562 -0.3910 -0.200
C -10.7282 -3.3809 -0.4735 -0.095
N -12.4432 -0.1836 -2.0256 0.073
H -14.9470 -0.9911 -1.6249 0.087
H -14.6898 0.6865 -1.3317 0.086
H -15.1149 -0.4938 -0.0197 0.087
H -12.6827 0.0375 0.0706 0.141
H -13.1177 -2.5710 -1.2621 0.131
H -13.0823 -2.2830 0.5068 0.133
H -11.1885 -3.8134 -1.3618 0.083
H -10.9359 -4.0404 0.3692 0.086
H -9.6636 -3.3686 -0.7067 0.083
H -11.4739 -0.4672 -2.0379 0.071
H -12.4724 0.8260 -2.0235 0.080
C 12.3688 -5.7650 3.7117 -0.082
C 11.1723 -5.8306 2.7927 -0.392
C 10.2084 -4.5178 2.7320 -0.131
O 9.7857 -3.9640 3.9866 -0.207
C 8.7351 -3.0493 3.9638 -0.136
N 11.6671 -6.2167 1.4523 0.054
H 12.9558 -6.6811 3.7776 0.085
H 11.8282 -5.5770 4.6393 0.074
H 12.9798 -4.8647 3.6460 0.084
H 10.7062 -6.6704 3.3081 0.127
H 9.3029 -4.7881 2.1888 0.110
H 10.7188 -3.6985 2.2258 0.122
H 8.3869 -2.8105 4.9687 0.089
H 7.8369 -3.5758 3.6413 0.074
H 8.8676 -2.2202 3.2688 0.089
H 12.1407 -7.1031 1.5525 0.074
H 10.9622 -6.3858 0.7491 0.069
C 6.1426 -4.6389 -2.5278 -0.053
C 7.3914 -4.4938 -3.4391 -0.446
C 7.6638 -5.7429 -4.1751 -0.238
O 8.1811 -6.6992 -3.2600 -0.171
C 8.7063 -7.8297 -3.9211 -0.119
N 7.0647 -3.4375 -4.3712 0.053
H 6.0040 -3.7801 -1.8711 0.072
H 6.3143 -5.4717 -1.8458 0.075
H 5.2055 -4.7663 -3.0698 0.077
H 8.2851 -4.3199 -2.8398 0.146
H 8.4122 -5.4825 -4.9237 0.128
H 6.7274 -6.0759 -4.6226 0.136
H 7.9978 -8.3492 -4.5663 0.086
H 8.8610 -8.6590 -3.2310 0.085
H 9.6409 -7.6409 -4.4493 0.091
H 6.0891 -3.5252 -4.6172 0.069
H 7.5665 -3.4572 -5.2475 0.074
C -0.1089 0.6095 -8.2635 -0.236
C 0.5497 -0.2126 -7.1062 -0.268
O 0.3958 -1.5818 -7.2274 -0.061
O 0.6234 0.5754 -9.4659 -0.067
H -0.0614 1.6622 -7.9844 0.108
H -1.1373 0.3022 -8.4533 0.123
H 0.1540 0.0584 -6.1274 0.114
H 1.6317 -0.0838 -7.0791 0.113
H 0.9451 -1.8263 -7.9757 0.090
H 1.4863 0.9228 -9.2286 0.083
O -1.7819 4.8232 8.1915 -0.077
H -1.2153 5.4615 7.7582 0.038
H -2.5289 5.3359 8.5002 0.041